No. 1
The molecule C19H19N3O3S. Source: the OMol25 dataset; level of theory: wB97M-V/def2-TZVPD.

Geometry as XYZ:
```
45
Properties=species:S:1:pos:R:3:lowdin_charge:R:1
O 4.3376 1.8557 0.3718 0.0599
C 3.5299 1.0527 0.7946 -0.4955
N 3.5125 -0.2525 0.4806 0.0691
H 2.7167 -0.8066 0.7741 0.0828
C 4.3473 -0.8280 -0.5515 -0.1663
H 4.9506 -1.6320 -0.1152 0.1165
H 5.0202 -0.0379 -0.8935 0.1211
C 3.5154 -1.3523 -1.7226 -0.1106
C 2.4315 -2.3245 -1.3374 -0.3070
N 1.4070 -2.3746 -2.1792 0.1102
C 0.3810 -3.1514 -1.8959 -0.1428
C 0.3062 -3.9347 -0.7548 -0.0674
C 1.3897 -3.9208 0.1065 -0.0686
C 2.4732 -3.1119 -0.1898 -0.0415
H 3.3290 -3.0991 0.4673 0.1098
H 1.3912 -4.5275 1.0011 0.1071
H -0.5649 -4.5383 -0.5512 0.0981
H -0.4231 -3.1405 -2.6214 0.1051
H 3.0160 -0.5211 -2.2234 0.1131
H 4.1827 -1.8268 -2.4472 0.1225
C 2.4008 1.4578 1.7535 -0.1374
N 1.1702 1.7151 1.0210 -0.1052
S 0.4297 0.3832 0.3006 0.6753
O 0.7209 0.3617 -1.1018 -0.2713
O 0.7610 -0.7742 1.0908 -0.2883
C -1.2856 0.7926 0.5420 -0.2729
C -2.0614 1.1167 -0.5305 0.0084
C -3.4179 1.4559 -0.3386 -0.1494
C -4.2643 1.7995 -1.4134 -0.0256
C -5.5733 2.1249 -1.1914 -0.0753
C -6.0939 2.1204 0.1125 -0.0742
C -5.2987 1.7909 1.1748 -0.0311
C -3.9433 1.4505 0.9828 -0.1585
C -3.0995 1.1037 2.0623 -0.0101
C -1.7897 0.7792 1.8476 -0.0536
H -1.1255 0.5032 2.6502 0.1145
H -3.5107 1.0996 3.0610 0.1166
H -5.6971 1.7871 2.1790 0.1124
H -7.1303 2.3803 0.2688 0.1043
H -6.2176 2.3873 -2.0172 0.1041
H -3.8558 1.7987 -2.4129 0.1155
H -1.6284 1.1029 -1.5188 0.1212
H 1.3000 2.4329 0.3213 0.1179
H 2.6817 2.3701 2.2842 0.1297
H 2.1873 0.6587 2.4642 0.1169
```

Energy above the lowest of the compared OMol25 structures with the same formula, charge and spin   30.2 kcal per mole
Gap between HOMO and LUMO   8.90 eV
LUMO level   0.03 eV
SMILES string   O=C(CNS(=O)(=O)c1ccc2ccccc2c1)NCCc1ccccn1
HOMO   -0.32595 Eh

No. 2
A structure of composition C29H46BrN3NiP2S. Source: the OMol25 dataset; level of theory: wB97M-V/def2-TZVPD.

Geometry as XYZ:
```
83
Properties=species:S:1:pos:R:3:lowdin_charge:R:1
C 1.8619 3.7313 -0.5651 -0.0044
C 0.9879 2.9015 -1.3277 -0.2454
C 1.0451 3.0217 -2.7461 0.0040
C 2.0192 3.8570 -3.3126 -0.0986
N 2.8871 4.5489 -2.5658 0.0922
C 2.7986 4.5274 -1.2324 -0.1022
C 0.1021 2.0323 -0.6901 0.0188
C -0.8634 1.6296 0.0135 -0.0589
C -2.1815 2.0068 0.5172 -0.2418
C -2.8886 1.0169 1.1792 -0.0880
C -4.2218 1.1677 1.5425 -0.1086
C -4.8277 2.3892 1.2200 -0.6539
C -4.1301 3.4659 0.6709 -0.0768
C -2.7743 3.2702 0.3303 0.0165
Ni -0.2593 -0.4926 0.4406 0.0320
P 1.8631 -0.5744 -0.2412 0.9057
H 0.3331 2.4841 -3.3900 0.1259
H 1.7923 3.7500 0.5358 0.1315
H 2.1025 3.9375 -4.3990 0.1237
H 3.5027 5.1353 -0.6589 0.1234
H -2.2189 4.1113 -0.0871 0.1291
H -2.4044 0.0541 1.4158 0.0550
H -4.6489 4.4084 0.5112 0.1173
H -4.7920 0.3783 2.0257 0.1078
C 2.5335 -2.2858 0.0188 -0.3930
C 3.7479 -2.7810 -0.7666 -0.1229
H 1.6850 -2.9588 -0.1675 0.0593
H 2.7369 -2.3393 1.0983 0.0682
H 3.9438 -3.8194 -0.4618 0.0908
H 3.5959 -2.7940 -1.8533 0.0772
H 4.6589 -2.2065 -0.5532 0.0644
C 2.1820 -0.2694 -2.0348 -0.3653
C 3.5640 0.2252 -2.4566 -0.1165
H 1.4166 0.4523 -2.3458 0.0459
H 1.9567 -1.2165 -2.5423 0.0624
H 3.5709 0.3284 -3.5543 0.0940
H 3.8111 1.2132 -2.0438 0.0739
H 4.3626 -0.4829 -2.1942 0.0646
C 3.0080 0.5674 0.6294 -0.3629
C 4.4865 0.1923 0.7264 -0.1202
H 2.5879 0.6943 1.6379 0.0654
H 2.8836 1.5388 0.1284 0.0531
H 5.0023 0.9639 1.3137 0.0893
H 4.6539 -0.7666 1.2315 0.0738
H 4.9841 0.1533 -0.2486 0.0622
Br -6.7082 2.5103 1.5379 0.7848
P -1.4726 -1.4442 -1.3554 0.9605
C -0.4341 -2.4284 -2.5202 -0.3841
C -1.0558 -3.6826 -3.1222 -0.1221
H 0.4733 -2.7024 -1.9566 0.0487
H -0.1231 -1.7323 -3.3157 0.0853
H -0.2865 -4.1616 -3.7446 0.0903
H -1.3659 -4.3998 -2.3507 0.0772
H -1.9197 -3.4579 -3.7623 0.0707
C -2.6159 -2.6002 -0.4836 -0.3952
C -3.9255 -3.0338 -1.1385 -0.1268
H -2.8391 -2.0893 0.4685 0.0478
H -1.9982 -3.4767 -0.2296 0.0866
H -4.4284 -3.6990 -0.4214 0.0880
H -4.5930 -2.1827 -1.3333 0.0782
H -3.7788 -3.5935 -2.0735 0.0703
C -2.4813 -0.2933 -2.3711 -0.3682
C -3.0166 -0.8263 -3.6984 -0.1244
H -1.8402 0.5851 -2.5421 0.0692
H -3.3045 0.0418 -1.7191 0.0876
H -3.6016 -0.0213 -4.1618 0.0893
H -2.2108 -1.0996 -4.3907 0.0748
H -3.6782 -1.6935 -3.5717 0.0670
S -0.1638 -1.8006 2.1347 0.7453
C -0.0592 -0.7199 3.4880 -0.6901
N -1.1608 -0.3252 4.1326 0.0473
C -1.1582 0.0805 5.5379 -0.1413
C 0.1394 0.7359 5.9090 -0.1544
C 1.3341 -0.0223 5.3782 -0.1436
N 1.1447 -0.3660 3.9743 0.0353
H -2.0363 -0.6365 3.7246 0.1347
H -1.3190 -0.8227 6.1332 0.1393
H -2.0080 0.7498 5.7010 0.1387
H 0.2155 0.7977 6.9970 0.1363
H 0.1609 1.7648 5.5469 0.1284
H 1.4784 -0.9521 5.9367 0.1390
H 2.2502 0.5719 5.4532 0.1372
H 1.9303 -0.7414 3.4607 0.1243
```

Energy above the lowest of the compared OMol25 structures with the same formula, charge and spin   0.0 kcal per mole
Charge   +2
2S+1   3
Gap between HOMO and LUMO (alpha / beta)   7.26 / 6.99 eV
LUMO level (alpha / beta)   -6.48 / -6.75 eV
HOMO (alpha / beta)   -0.50495 / -0.50463 Eh

No. 3
A structure of composition C35H31FGeN2O5Tc. Source: the OMol25 dataset; level of theory: wB97M-V/def2-TZVPD.

Geometry as XYZ:
```
76
Properties=species:S:1:pos:R:3:lowdin_charge:R:1
Tc 0.7797 0.9682 1.3651 1.6883
C -4.4829 4.1358 -2.5942 -0.0174
C -4.6033 2.6095 -2.4502 -0.2912
C -6.0172 2.0854 -2.2087 -0.1367
C -6.4981 2.3664 -0.8216 -0.1202
C -5.5339 1.9735 0.2338 -0.1169
C -5.9529 1.6606 1.5142 0.1208
C -4.9846 1.0912 2.3720 -0.1684
F -5.4179 0.9236 3.6667 0.0807
C -3.6712 0.8173 2.0416 0.0804
C -3.2237 1.3194 0.8397 -0.0742
C -1.8291 1.2597 0.5178 -0.2387
O -1.1607 0.5433 1.3970 -0.1306
C -1.4029 1.7797 -0.7092 -0.0192
C -2.3751 2.0856 -1.6696 0.1030
N -3.7031 2.1501 -1.3493 0.0808
C -4.1743 1.8285 -0.0432 -0.0315
C 0.0302 1.9245 -1.1806 -0.5084
O 0.2563 2.0919 -2.3844 0.1447
O 0.9791 2.0929 -0.2851 -0.1143
H -5.2802 4.4119 -3.3839 0.1307
H -3.5133 4.3696 -3.0707 0.0846
H -4.6348 4.7727 -1.6801 0.1073
H -4.2425 2.0803 -3.3552 0.1657
H -6.0482 0.9819 -2.4115 0.1546
H -6.6521 2.5478 -2.9063 0.1151
H -7.4591 1.8763 -0.7561 0.1387
H -6.6818 3.4824 -0.7645 0.1614
H -7.0079 1.8447 1.8551 0.1771
H -3.0443 0.3934 2.8032 0.1390
H -2.0240 2.4142 -2.6287 0.1559
N 1.3660 5.1771 3.8090 0.1999
C 1.9489 3.8573 4.0205 -0.0401
C 1.3073 2.9737 3.0727 -0.5261
O 0.2435 3.3230 2.4609 0.0162
O 1.8304 1.7977 2.8616 -0.0927
H 1.9680 5.9776 3.5335 0.2058
H 0.8851 5.4996 4.6487 0.1850
H 0.5853 5.0153 3.0526 0.1957
H 1.8021 3.5218 5.0299 0.1716
H 3.0157 3.9681 3.8057 0.1778
C 1.5119 -0.5654 0.9560 -0.0517
Ge 2.3629 -2.0594 0.0242 0.9667
C 1.4961 -3.7488 0.1656 -0.3290
C 1.6103 -4.5199 1.3126 -0.1186
C 0.8545 -5.6754 1.4333 -0.0513
C -0.1088 -6.0858 0.4930 -0.0291
C -0.1961 -5.3282 -0.6480 -0.0666
C 0.4995 -4.1282 -0.7483 -0.1004
C 4.1863 -2.5302 0.6421 -0.2638
C 5.0544 -1.6372 1.2330 -0.1251
C 6.2286 -2.0330 1.9090 -0.0615
C 6.6001 -3.3715 2.0133 -0.0194
C 5.7983 -4.3048 1.2800 -0.0465
C 4.6411 -3.9221 0.6186 -0.0884
C 2.5913 -1.5966 -1.9006 -0.2672
C 3.0469 -2.6197 -2.7468 -0.0994
C 3.3310 -2.3637 -4.0730 -0.0281
C 3.2167 -1.0231 -4.6336 -0.0028
C 2.8065 -0.0281 -3.7324 -0.0705
C 2.4914 -0.3262 -2.4124 -0.1390
H 2.3964 -4.3455 2.0601 0.1162
H 0.9423 -6.2382 2.3642 0.1204
H -0.7441 -6.9430 0.7480 0.1304
H -0.8607 -5.4986 -1.4955 0.1212
H 0.3497 -3.5794 -1.6862 0.1087
H 4.7789 -0.5830 1.1091 0.0921
H 6.8989 -1.3117 2.2831 0.0951
H 7.5487 -3.6545 2.4180 0.1115
H 6.0878 -5.3415 1.1860 0.1140
H 4.0262 -4.6552 0.0484 0.1143
H 3.1618 -3.6186 -2.3815 0.1027
H 3.6797 -3.1492 -4.7084 0.1077
H 3.4395 -0.7300 -5.6913 0.1318
H 2.6895 1.0310 -3.9276 0.1102
H 2.2037 0.4913 -1.7601 0.0611
```

Charge   +3
Gap between HOMO and LUMO (alpha / beta)   2.79 / 2.81 eV
LUMO level (alpha / beta)   -12.43 / -12.44 eV
HOMO (alpha / beta)   -0.55956 / -0.56028 Eh

No. 4
A structure of composition C24H36CaCl2O20. Source: the OMol25 dataset; level of theory: wB97M-V/def2-TZVPD.

Geometry as XYZ:
```
83
Properties=species:S:1:pos:R:3:lowdin_charge:R:1
Ca -0.6197 -0.6763 0.4677 1.9201
Cl -5.8218 1.4929 1.3013 0.6154
O -4.4206 1.3117 1.4905 -0.4477
O -6.1915 0.1624 0.8642 -0.4022
O -6.5849 1.8805 2.4908 -0.3631
O -5.9415 2.4624 0.2445 -0.3824
Cl 0.0512 -6.5203 1.5912 0.6012
O 0.9578 -7.1315 2.5077 -0.3830
O 0.5177 -5.2032 1.3119 -0.4290
O 0.1294 -7.2908 0.3573 -0.3857
O -1.2594 -6.4588 2.2313 -0.3889
O -0.4198 -1.6641 4.9812 0.0518
C -0.0763 -1.8993 6.1510 -0.4691
O 0.1930 -0.9191 7.0379 0.0401
C 0.2225 -1.4087 8.3471 -0.1565
C -0.0829 -2.9511 8.2271 -0.1223
C 0.0282 -3.2422 6.7371 -0.0863
H -0.5377 -0.9970 9.0110 0.1191
H 1.1609 -1.1711 8.8481 0.1194
H -1.1183 -3.1220 8.5216 0.1140
H 0.6060 -3.6346 8.7236 0.1125
H -0.7672 -3.8806 6.3525 0.1428
H 1.0299 -3.5528 6.4402 0.1430
O 3.7734 0.2093 1.2225 0.0707
C 4.8422 0.6656 1.5840 -0.4510
O 5.2775 1.8358 1.1002 0.0266
C 6.5064 2.2230 1.6206 -0.1958
C 6.6514 1.5289 2.9668 -0.1280
C 5.8633 0.2119 2.6623 -0.0493
H 6.4661 3.3067 1.7300 0.1275
H 7.2999 1.9779 0.9147 0.1296
H 6.2026 2.1638 3.7307 0.1173
H 7.6621 1.2099 3.2218 0.1140
H 5.2590 -0.0971 3.5152 0.1207
H 6.5158 -0.5920 2.3215 0.1261
O 0.7553 3.8824 2.6420 0.0386
C 1.1593 5.0196 3.0143 -0.4174
O 2.2407 5.2272 3.7613 0.0552
C 2.4945 6.5824 3.8159 -0.1857
C 1.1996 7.2547 3.4323 -0.1858
C 0.6551 6.3548 2.4253 -0.0933
H 3.3672 6.7831 3.1944 0.1342
H 2.7613 6.9000 4.8239 0.1311
H 1.2644 8.3011 3.1341 0.1249
H 0.4824 7.3795 4.2435 0.1302
H 1.0679 6.4311 1.4194 0.1363
H -0.4277 6.2575 2.3459 0.1347
O -1.1137 2.5029 -2.7174 0.0573
C -1.2795 3.3242 -3.6148 -0.4517
O -1.1985 2.8546 -4.8954 -0.0145
C -1.7247 3.7916 -5.9240 -0.0822
C -2.2148 4.9960 -5.0300 -0.1341
C -1.5916 4.8152 -3.6350 -0.0745
H -2.5592 3.3324 -6.4540 0.1187
H -0.8849 4.0439 -6.5715 0.1168
H -3.2936 5.0334 -4.8786 0.1143
H -1.8987 5.9322 -5.4901 0.1066
H -2.2254 4.8935 -2.7517 0.1273
H -0.7291 5.4486 -3.4276 0.1248
O 1.0316 -2.0348 -3.6715 0.0568
C 1.5582 -2.2729 -4.7607 -0.4383
O 2.8923 -2.1917 -4.9000 0.0456
C 3.2410 -2.6481 -6.1602 -0.1620
C 1.9337 -2.8909 -6.9684 -0.1616
C 0.8250 -2.7542 -6.0067 -0.0848
H 3.8246 -3.5486 -5.9691 0.1287
H 3.8834 -1.9223 -6.6588 0.1242
H 1.9089 -3.8724 -7.4417 0.1152
H 1.7861 -2.2123 -7.8085 0.1141
H 0.3465 -3.7286 -5.9080 0.1363
H 0.1050 -1.9800 -6.2720 0.1331
O -3.5065 -3.5558 -1.7210 0.0684
C -4.2807 -4.0091 -2.5614 -0.4266
O -4.2359 -3.5660 -3.8268 0.0376
C -5.1775 -4.2116 -4.6621 -0.1644
C -6.0725 -4.9492 -3.6858 -0.1963
C -5.2842 -5.1903 -2.4805 -0.0809
H -4.7458 -4.9346 -5.3542 0.1237
H -5.8015 -3.5625 -5.2764 0.1261
H -6.4290 -5.9012 -4.0792 0.1243
H -6.8970 -4.2817 -3.4352 0.1267
H -4.6807 -6.0978 -2.4927 0.1363
H -5.9062 -5.2552 -1.5877 0.1340
```

Energy above the lowest of the compared OMol25 structures with the same formula, charge and spin   293.8 kcal per mole
Gap between HOMO and LUMO   3.31 eV
LUMO level   -4.47 eV
HOMO   -0.28571 Eh

Number 1: F_max 0.88 eV Å⁻¹, total energy -1523.6234 a.u.. Number 2: F_max 4.46 eV Å⁻¹, total energy -6459.5838 a.u.. Number 3: F_max 4.75 eV Å⁻¹, total energy -4094.4953 a.u.. Number 4: F_max 5.51 eV Å⁻¹, total energy -4038.1816 a.u..